# 1
Density functional theory data (wB97M-V/def2-TZVPD) for a cluster of 2 separate species, C6H12O2 in total.

Last column: Mulliken charge in e.
Atoms and positions in Å:
C  -2.07  -2.67  0.87  -1.07
C  -1.63  -1.26  0.97  0.18
C  -0.28  -0.80  0.72  -0.44
C  0.01  0.68  0.59  -0.41
C  1.11  1.31  0.27  0.60
O  1.85  0.36  -0.48  -0.50
C  1.47  2.76  0.39  -1.22
H  -2.33  -2.99  1.87  0.31
H  -1.24  -3.30  0.46  0.28
H  -2.97  -2.82  0.21  0.29
H  -2.37  -0.45  1.20  0.30
H  0.39  -1.48  0.30  0.35
H  -0.84  1.42  0.83  0.03
H  2.56  0.74  -1.03  0.28
H  1.70  3.24  -0.52  0.37
H  0.56  3.19  0.83  0.31
H  2.35  2.97  1.00  0.32
H  0.46  -0.37  -2.56  0.31
H  -0.63  -0.15  -1.55  0.40
O  -0.51  -0.39  -2.51  -0.68

Computed properties:
strongest force on any atom: 0.107 hartree/bohr
spin multiplicity: 1
energy relative to the best compared isomer or geometry (same formula, charge and spin): 68.9 kcal/mol

---

# 2
Density functional theory data (wB97M-V/def2-TZVPD) for a cluster of 2 separate species, C6H12O2 in total.

Last column: Mulliken charge in e.
Atoms and positions in Å:
C  -1.96  -0.16  -2.16  -0.43
O  -2.55  0.15  -0.89  -0.50
C  -0.49  0.10  -2.01  -0.02
C  0.39  -0.88  -1.90  -0.79
H  -2.40  0.49  -2.93  0.29
H  -2.15  -1.20  -2.43  0.30
H  -3.51  0.03  -0.95  0.27
H  -0.24  1.14  -1.91  0.34
H  1.43  -0.67  -1.68  0.31
H  0.12  -1.92  -2.06  0.22
O  1.25  2.20  0.48  -0.48
C  0.68  1.38  1.15  0.02
C  1.17  -0.02  1.37  -0.04
C  1.47  -0.30  2.85  -1.29
H  -0.27  1.64  1.66  0.31
H  2.05  -0.18  0.75  0.19
H  0.36  -0.67  1.03  0.25
H  2.34  0.28  3.16  0.34
H  1.70  -1.35  3.00  0.35
H  0.62  -0.03  3.47  0.35

Computed properties:
strongest force on any atom: 0.011 hartree/bohr
spin multiplicity: 1
energy relative to the best compared isomer or geometry (same formula, charge and spin): 50.8 kcal/mol